{"formula": "C10H27ClIIrN2P2", "method": "wB97M-V/def2-TZVPD", "total_energy_ha": -2050.30538, "total_charge": 3, "multiplicity": 6, "lumo_ev": [-10.592, -13.153], "de_lowest_kj_mol": 0.0, "gap_ev": [6.12, 6.42], "homo_energy_ha": [-0.61413, -0.71931], "symbols": ["C", "I", "H", "H", "H", "Ir", "P", "C", "C", "H", "H", "H", "H", "H", "H", "C", "H", "H", "H", "P", "C", "C", "H", "H", "H", "C", "H", "H", "H", "H", "H", "H", "Cl", "C", "N", "C", "C", "N", "H", "H", "H", "H", "H", "H"], "xyz": [[-0.134, 2.446, 0.373], [-1.829, -0.453, 1.795], [0.693, 2.386, -0.355], [0.254, 2.688, 1.388], [-0.769, 3.305, 0.038], [1.835, -1.849, -1.362], [2.224, -1.074, 0.664], [1.532, 0.017, 1.948], [2.438, -2.599, 1.663], [3.134, -2.374, 2.479], [4.356, -0.233, 1.362], [2.827, -3.400, 1.031], [4.363, -0.682, -0.386], [0.620, -0.413, 2.386], [1.465, -2.890, 2.064], [3.810, -0.197, 0.417], [2.295, 0.167, 2.720], [3.580, 0.832, 0.124], [1.272, 0.967, 1.491], [-0.055, -1.442, -2.159], [-1.455, -0.356, -2.093], [1.086, -0.979, -3.536], [0.312, -3.805, -2.440], [-0.840, -3.059, -3.661], [-1.422, -3.421, -1.982], [-0.561, -3.141, -2.607], [2.122, -1.262, -3.175], [0.807, -1.576, -4.410], [-1.910, -0.330, -3.095], [-1.076, 0.640, -1.804], [1.033, 0.112, -3.654], [-2.155, -0.699, -1.308], [3.787, -2.969, -1.331], [-2.619, 2.796, 2.738], [-2.778, 2.381, 1.327], [-4.177, 2.313, 0.833], [-1.980, 1.362, 0.915], [-0.885, 1.291, 0.207], [-3.468, 3.421, 3.042], [-1.678, 3.335, 2.885], [-2.556, 1.892, 3.375], [-4.199, 2.613, -0.229], [-4.504, 1.255, 0.877], [-4.798, 2.984, 1.445]], "forces_ev_per_a": [[2.506, 2.095, -0.966], [-1.182, -1.344, 1.263], [0.043, 0.424, 0.557], [-0.310, -0.143, -0.412], [0.432, -0.262, 0.283], [3.660, -1.684, 1.182], [1.577, 0.586, 2.921], [-1.110, -0.042, -0.566], [0.041, -0.001, -0.584], [-0.110, -0.043, -0.073], [0.079, 0.118, -0.080], [-0.001, 0.035, 0.450], [0.251, 0.276, 0.327], [0.814, 0.179, 0.017], [0.099, -0.001, 0.051], [-0.351, -0.377, -0.436], [0.052, -0.207, -0.277], [0.133, -0.068, 0.165], [0.173, 0.016, 0.246], [-3.794, 0.349, -1.938], [-0.080, 0.463, 0.185], [-0.865, 0.437, 0.652], [-0.686, -0.072, -0.334], [-0.004, -0.448, 0.044], [0.355, -0.170, -0.244], [0.052, 0.438, 0.563], [0.376, 0.397, -1.367], [0.476, 0.174, 0.021], [-0.067, -0.110, 0.317], [-0.347, -0.477, -0.316], [0.361, -0.399, -0.272], [0.220, 0.138, -0.567], [-0.219, -0.204, -0.540], [-0.104, 0.844, 0.033], [-2.397, -0.472, 2.014], [0.109, 0.859, -0.107], [-1.675, -2.167, 0.150], [1.007, 0.830, -1.705], [0.346, -0.179, -0.110], [-0.029, -0.007, -0.172], [-0.162, 0.234, -0.371], [0.034, -0.068, 0.296], [0.150, 0.452, 0.119], [0.147, -0.397, -0.415]], "nbo_charge": [-0.497, 0.476, 0.226, 0.226, 0.247, 0.553, 1.174, -0.941, -0.946, 0.290, 0.286, 0.271, 0.270, 0.242, 0.262, -0.951, 0.296, 0.265, 0.244, 1.130, -0.983, -0.904, 0.269, 0.288, 0.291, -0.928, 0.215, 0.315, 0.298, 0.293, 0.304, 0.277, -0.210, -0.462, -0.034, -0.444, 0.032, -0.377, 0.271, 0.273, 0.275, 0.280, 0.276, 0.266]}